# 1
56
Properties=species:S:1:pos:R:3:forces:R:3 method="wB97M-V/def2-TZVPD" homo_energy_ev=-9.54 charge=0 homo_lumo_gap_ha=0.352 e_lumo_ha=0.0018
O 1.627 4.816 0.090 -1.49 -0.09 0.33
O -1.243 0.233 4.572 0.56 0.33 0.16
O -3.395 0.602 -0.833 0.38 0.33 0.73
O 1.760 1.625 4.424 -0.63 -0.62 -0.44
O -2.127 -1.969 -1.933 -0.63 0.62 -0.14
O 2.465 -2.207 -2.560 0.18 0.16 0.39
O 3.087 2.685 -0.098 -0.27 0.27 -0.47
O -3.763 -0.784 2.829 0.34 -0.54 -1.35
O 3.880 -0.425 -0.382 0.07 -0.37 -0.06
O 0.253 -1.321 -3.758 1.66 -0.20 0.84
O -0.122 1.595 -3.384 0.33 -0.02 -0.17
O -2.132 -0.123 -3.917 0.41 0.18 -0.80
N 0.467 -3.248 0.150 0.18 -0.40 -1.16
C -0.593 -2.310 0.461 -0.40 0.36 2.10
C 0.688 -0.480 1.777 -0.07 -1.99 -0.35
C -0.352 -1.718 1.854 0.63 1.97 -0.06
C -1.194 1.111 1.198 -0.26 2.10 1.11
C 0.764 0.890 -0.272 0.10 -0.20 -0.73
C 0.106 0.520 0.815 0.12 -0.04 1.05
H 0.840 1.677 4.108 0.18 0.36 0.32
H 2.495 2.166 0.472 0.07 0.47 -0.42
H 1.764 4.555 1.012 0.52 0.20 -0.07
H -1.215 -1.152 2.199 -0.37 -0.47 0.09
H -3.898 -1.702 2.548 -0.30 -0.24 0.91
H 0.721 -0.493 -3.952 -0.55 0.24 -0.09
H -0.167 -2.487 2.611 0.43 0.15 -0.14
H 1.641 0.337 -0.596 0.09 0.33 0.11
H -0.494 2.404 -3.028 -0.13 0.02 -0.16
H -1.564 -2.860 0.539 0.72 0.33 -0.50
H 0.488 -4.037 0.792 -0.18 0.27 -0.13
H 1.014 -1.730 -3.230 -1.00 -0.14 -0.84
H 1.849 0.660 4.409 0.42 0.29 0.28
H -2.332 -2.835 -1.576 0.49 -0.06 -0.07
H 4.647 0.134 -0.552 -0.16 0.10 0.04
H 0.702 4.516 -0.016 0.45 0.46 -0.29
H -4.243 0.868 -1.193 0.07 -0.46 -0.41
H 2.521 3.395 -0.529 0.91 -1.16 1.02
H 1.396 -2.845 0.165 -0.19 0.18 0.14
H -2.025 -0.372 -2.988 -0.14 -0.10 -0.62
H -2.007 0.283 3.990 -0.22 -0.49 0.09
H 1.708 -0.677 1.435 -0.11 -0.81 -0.32
H -0.709 -1.415 -0.200 0.34 -1.36 0.12
H -2.083 0.496 1.285 0.47 -0.55 0.10
H 3.415 -0.002 0.346 0.17 0.18 -0.03
H -0.869 1.088 -3.771 -0.13 0.41 0.38
H -1.044 1.648 2.204 -0.47 -0.58 -1.35
H -1.186 -1.863 -2.129 0.05 -0.71 -0.07
H 0.914 -0.162 2.790 -0.75 0.62 0.07
H -1.153 -0.671 4.897 -0.36 0.15 -0.23
H 3.199 -1.616 -2.772 0.00 -0.06 -0.05
H -3.464 -0.504 1.944 -0.17 0.81 0.42
H 2.303 -1.996 -1.630 0.15 -0.13 -0.04
H -1.415 -0.619 -4.382 -0.93 0.06 0.71
H 0.443 1.678 -0.950 -0.21 -0.36 0.11
H -3.032 -0.189 -1.251 -0.56 -0.15 -0.26
H -1.529 1.801 0.423 0.20 0.36 0.22



# 2
56
Properties=species:S:1:pos:R:3:forces:R:3 method="wB97M-V/def2-TZVPD" s_squared=0.755 homo_energy_ev="-13.51 / -13.51" charge=+1 homo_lumo_gap_ha="0.395 / 0.208" multiplicity=2 e_lumo_ha="-0.1014 / -0.2879"
O -0.124 -3.311 3.111 0.52 -0.08 -0.09
O -3.151 -2.166 -2.901 0.15 0.54 0.72
O 3.166 1.205 2.104 -0.24 0.21 -0.43
O 2.987 -2.723 2.164 0.24 -0.19 0.76
O -1.987 -2.096 -0.372 -0.73 -0.11 0.36
O 2.885 2.928 -1.512 -0.34 0.30 -0.05
O -4.288 -0.600 0.672 -0.78 0.11 -0.11
O -2.670 0.821 -1.590 0.35 0.20 -0.23
O 0.229 3.261 -1.424 0.45 -0.50 -0.29
O -1.400 1.032 3.397 -0.04 1.05 -0.66
O -2.297 -1.531 2.928 0.34 -0.35 0.34
O -0.297 3.760 1.282 0.10 -0.34 0.10
N 0.203 -0.192 -1.637 2.18 3.23 0.69
C 1.083 -0.063 -2.785 -0.97 -1.51 -0.54
C 0.306 0.382 -4.019 -0.58 -0.13 1.17
C 2.134 0.300 1.692 0.03 0.80 1.67
C 1.130 -1.925 -0.148 -0.07 0.45 0.84
C 1.793 0.527 0.234 -0.09 0.14 -0.43
C 0.701 -0.443 -0.277 -1.21 -1.87 -0.17
H -0.333 4.700 1.485 0.00 0.00 -0.04
H -3.606 -1.033 0.150 0.51 0.15 0.21
H -0.217 -0.268 0.288 0.26 -0.01 0.51
H 0.944 0.355 -4.892 -0.16 0.03 -0.21
H -3.925 0.032 1.298 0.29 -0.15 -0.15
H -0.108 1.373 -3.832 0.30 0.33 -0.29
H 0.233 2.358 -1.080 -0.24 0.30 0.02
H 3.875 -2.626 2.532 0.04 -0.02 -0.22
H -2.188 -0.608 3.215 -0.17 -0.30 -0.42
H -0.320 -2.596 3.726 -0.21 0.01 -0.14
H 1.234 -2.123 0.918 0.62 0.19 -0.02
H 3.640 3.405 -1.872 0.18 -0.28 -0.02
H 1.181 3.349 -1.679 -0.49 0.20 0.17
H -0.862 1.729 3.796 0.08 -0.32 0.38
H 1.924 0.598 -2.583 0.10 -0.01 0.42
H 2.541 -0.669 1.949 -0.34 -0.32 -0.50
H 2.749 0.447 -0.278 -0.06 -0.20 -0.51
H -3.469 1.155 -1.159 0.01 -0.20 0.13
H -3.154 -2.454 -1.972 -0.05 -0.51 -0.43
H -2.488 1.466 -2.286 -0.22 0.03 0.00
H 1.395 1.535 0.139 0.28 0.22 0.05
H -1.422 -2.302 0.380 0.16 0.08 -0.09
H -0.983 -3.712 2.953 -0.05 0.01 0.10
H -0.460 0.587 -1.632 -1.10 -0.66 -0.10
H 1.264 0.513 2.324 -0.21 -0.42 -0.19
H -1.818 1.556 2.690 0.05 -0.34 0.17
H 1.421 -1.089 -2.888 0.80 -0.16 -0.42
H -2.769 -1.620 2.098 -0.38 0.50 0.16
H 0.377 -2.676 -0.375 0.04 0.25 -0.94
H 2.072 -2.059 -0.674 0.00 -0.41 0.12
H -0.570 -0.267 -4.085 0.22 -0.19 -0.58
H 0.002 3.696 0.358 -0.20 0.38 0.14
H -3.352 -1.230 -2.764 -0.13 0.02 -0.43
H -1.512 -1.618 -1.054 0.20 -0.11 0.03
H 2.760 2.011 2.449 0.14 -0.12 -0.17
H 3.052 1.984 -1.490 0.62 0.14 -0.01
H 2.491 -3.064 2.926 -0.18 -0.06 -0.38



# 3
58
Properties=species:S:1:pos:R:3:forces:R:3 method="wB97M-V/def2-TZVPD" homo_energy_ev=-4.57 charge=-1 homo_lumo_gap_ha=0.260 e_lumo_ha=0.0918
S -0.137 -3.088 -0.081 0.79 0.54 -0.09
O 1.692 -3.232 -3.112 0.23 -0.21 -0.26
O -1.332 -1.182 -3.492 -0.31 -0.09 0.01
O -2.995 -2.415 -1.176 -0.31 -0.70 -0.51
O 4.648 0.772 0.920 0.22 0.02 0.02
O -2.022 -1.490 3.348 0.14 -0.57 -0.01
O 1.513 -0.597 -2.297 0.64 0.17 -0.58
O -3.961 2.141 1.440 0.24 0.96 0.52
O 3.416 0.472 3.355 0.34 -0.15 1.64
O -3.716 -0.464 0.406 -0.66 -0.18 0.23
O 1.806 2.040 -3.058 0.07 0.70 -0.36
O -3.228 1.638 -1.462 -0.18 0.13 0.81
O 3.574 -1.710 0.484 -0.33 -0.53 -0.17
N -0.517 1.107 0.617 1.45 -0.21 -0.54
C -0.440 -1.416 0.762 0.84 -0.90 -1.27
C 0.242 3.955 0.985 -0.42 0.65 -0.66
C -0.215 -0.160 -0.070 -1.05 0.61 -0.37
C 1.254 3.854 -0.155 0.91 -0.56 0.16
C 0.403 2.918 2.054 1.16 -0.82 1.46
C 0.474 1.425 1.651 -2.53 0.90 0.12
H -2.041 -2.570 -0.957 0.55 0.06 0.37
H -3.266 -0.928 1.120 0.23 0.10 0.15
H 1.362 3.030 2.583 0.19 0.48 -0.29
H 1.791 4.779 -0.332 -0.36 0.40 -0.37
H 4.430 1.482 0.313 -0.11 -0.07 -0.09
H -2.165 -2.420 3.125 -0.38 0.05 0.15
H 0.799 -2.889 -3.230 -0.11 -0.13 0.10
H -0.839 -0.113 -0.961 -0.08 -0.54 -0.19
H -1.484 1.184 0.898 0.07 -0.03 0.34
H -2.000 -0.486 -3.513 0.21 0.21 -0.06
H 2.625 -1.793 0.324 -0.42 0.31 -0.06
H -3.953 -1.197 -0.196 0.52 0.34 -0.01
H 1.643 -3.704 -2.272 -0.24 0.09 0.21
H -3.389 1.057 -0.690 0.16 -0.39 -0.64
H 0.759 -0.641 -2.897 -0.35 -0.17 0.16
H 0.160 0.876 2.551 0.90 -0.16 0.27
H 3.916 0.560 2.535 -0.63 0.20 -0.62
H 2.093 3.175 0.048 -0.25 -0.17 0.41
H 3.819 -2.640 0.431 0.43 0.07 0.09
H 1.474 1.170 1.314 -0.03 -0.23 -0.14
H 0.270 4.964 1.410 0.31 -0.15 0.28
H 0.224 -1.239 1.615 -0.38 -0.73 0.43
H -2.879 2.405 -0.989 0.22 0.11 -0.41
H -0.763 3.947 0.551 -0.01 -0.44 0.06
H -3.300 -3.332 -1.169 -0.16 0.09 -0.11
H -1.759 -1.818 -2.898 0.19 -0.05 0.10
H -0.261 3.056 2.912 -0.63 0.00 -0.45
H 2.462 0.476 3.286 0.16 0.05 -0.76
H 4.277 -0.055 0.563 0.05 0.02 -0.11
H -3.731 1.245 1.691 -0.33 -0.25 -0.34
H 0.810 -0.102 -0.445 -0.26 -0.13 0.38
H -1.452 -1.733 0.943 -0.34 1.36 0.88
H -1.090 -1.440 3.095 -0.01 0.50 -0.01
H -4.473 2.116 0.630 -0.07 -0.43 0.01
H 1.062 1.940 -2.457 0.08 -0.27 0.04
H 0.839 3.437 -1.064 -0.22 0.38 -0.17
H 1.996 1.154 -3.380 -0.05 -0.23 0.39
H 1.921 -1.473 -2.363 -0.09 -0.03 -0.10



# 4
59
Properties=species:S:1:pos:R:3:forces:R:3 method="wB97M-V/def2-TZVPD" homo_energy_ev=-12.08 charge=+1 homo_lumo_gap_ha=0.355 e_lumo_ha=-0.0891
O -0.712 1.719 -3.526 0.74 -1.31 -0.34
O -2.545 -0.246 -2.726 -0.40 0.00 -0.19
O -2.144 3.556 -2.305 0.43 0.93 0.81
O 0.206 -3.551 0.905 2.05 -0.26 -0.68
O 3.070 -1.074 -3.193 -0.03 0.05 -0.08
O 3.211 -2.285 0.548 0.95 -0.81 0.44
O 3.550 0.389 -0.805 0.08 0.05 -0.19
O 1.420 3.293 -0.991 -0.20 -0.07 0.00
O 2.027 1.435 -2.797 0.02 0.42 -0.03
O -0.443 -1.858 -2.021 0.04 -0.03 0.12
O 1.976 -0.690 2.989 0.55 -1.46 -0.38
O 0.136 -2.663 3.417 -0.03 0.12 0.12
O -2.424 -2.165 2.665 -0.44 0.07 -0.99
O 1.928 1.365 1.091 0.85 -0.07 -0.06
N -1.993 -1.632 0.135 -0.26 -1.12 -1.45
C -3.421 1.210 1.860 2.03 -2.20 0.48
C -1.935 1.084 1.466 -0.83 0.88 -0.10
C -1.623 0.801 0.009 -0.91 -0.92 0.38
C -0.205 -0.915 -1.311 0.03 -0.77 0.27
C -0.923 1.100 2.323 -0.27 0.77 0.86
C -0.964 -0.596 -0.034 0.82 0.47 -0.81
H 2.679 1.003 0.581 -0.18 0.04 -0.89
H 1.199 0.948 -2.896 -0.19 0.42 0.01
H -1.590 2.069 -3.397 0.04 1.10 0.18
H 2.841 -0.172 -3.470 0.12 -0.44 -0.12
H 4.094 -2.696 0.720 -1.14 0.46 -0.28
H -2.751 -1.500 -0.548 0.16 0.41 0.11
H -2.417 -0.929 -3.398 0.02 0.15 0.12
H -2.342 0.583 -3.181 -0.14 -0.65 0.15
H 0.231 -2.414 4.342 -0.05 -0.08 0.19
H 1.642 4.114 -0.538 0.09 -0.13 -0.06
H 3.345 -1.763 -0.254 0.01 0.35 -0.06
H -1.271 3.963 -2.424 -0.09 -0.23 -0.37
H 2.300 -0.554 3.885 0.07 -0.12 0.11
H -3.988 1.976 1.357 -0.03 0.28 -0.10
H 1.576 2.578 -0.346 -0.07 0.34 0.36
H 0.722 -0.359 -1.439 0.18 0.62 -0.05
H 2.241 -1.562 -3.167 -0.07 -0.08 -0.18
H -3.057 -2.088 3.377 0.38 0.00 0.39
H 0.387 -4.256 1.538 -0.83 -0.06 0.44
H -2.569 0.695 -0.527 -0.07 -0.15 -0.01
H -1.167 1.580 -0.583 0.93 0.20 0.19
H 0.685 -2.004 2.957 -0.48 -0.08 0.20
H 4.479 0.620 -0.883 0.14 -0.03 -0.05
H 2.252 1.073 1.950 -0.67 0.11 0.47
H 0.052 1.189 1.865 0.21 -0.52 0.47
H 1.844 2.280 -2.309 0.04 -0.56 -0.29
H 3.147 0.604 -1.683 0.18 -0.10 0.64
H -3.831 0.186 1.625 -0.24 1.09 0.35
H -2.353 3.970 -1.454 -0.61 -0.33 -0.15
H 1.140 -3.513 0.558 -1.17 0.55 -0.15
H -0.165 -0.766 0.728 -0.77 0.43 -0.17
H -0.065 2.423 -3.579 -0.27 0.42 -0.18
H -1.480 -2.215 2.914 -0.15 -0.27 0.82
H -3.325 1.331 2.948 -0.95 0.15 -0.27
H -1.561 -2.518 -0.205 -0.19 0.22 0.74
H -1.025 1.190 3.433 -0.03 0.05 -1.15
H 2.311 -1.593 2.710 0.19 1.71 0.17
H -2.400 -1.748 1.093 0.41 -0.03 0.26



E / Eh: -1208.36255, -1208.10047, -1607.27886, -1359.28803
Relative energy (zero: lowest compared OMol25 entry of this formula, charge and spin) / kJ/mol: 349.5, 66.7, 35.7, 321.9
Max |F| / eV/A: 2.4, 4.0, 2.7, 3.0